Formula: C3H4N2O
Source: OMol25
Level of theory: the ωB97M-V functional and the def2-TZVPD basis

```
10
Properties=species:S:1:pos:R:3:forces:R:3
N 1.737330 -0.131290 0.004340 -0.42 0.10 0.16
C 0.822759 0.734732 0.217806 0.26 0.01 -0.04
C -0.373547 1.260694 0.280557 0.39 -0.11 0.00
N -1.259054 0.274699 0.651890 -0.72 0.01 -0.37
C -1.343409 -0.777580 -0.200864 -0.10 0.01 0.17
O -0.637565 -1.056292 -1.178013 0.11 0.08 0.29
H 1.586732 -0.786386 -0.768072 -0.04 0.12 -0.08
H 2.346394 -0.415183 0.763726 0.08 0.08 -0.18
H -0.668046 2.305061 0.170182 0.25 -0.23 0.09
H -2.211593 -1.408451 0.058449 0.20 -0.06 -0.03
```
Positions in Å, forces in eV/Å.

## Properties
F_max in hartree/bohr: 0.016
HOMO energy in eV: -8.75
Energy relative to the best compared isomer or geometry (same formula, charge and spin) in kcal/mol: 81.8
Gap between HOMO and LUMO in eV: 8.7
DFT total energy in eV: -8200.33628